# 1
Molecular formula: C50H115N9
Method: DFT, wB97M-V/def2-TZVPD

CARTESIAN COORDINATES (ANGSTROEM)
C  -30.20  -28.33  15.71
C  -30.31  -29.84  15.59
N  -30.45  -30.54  16.90
C  -29.26  -30.66  17.83
C  -27.87  -30.75  17.09
C  -31.82  -30.47  17.54
C  -32.32  -31.78  18.17
H  -29.26  -28.06  16.20
H  -30.93  -27.92  16.41
H  -30.41  -27.69  14.85
H  -31.17  -30.14  15.00
H  -29.37  -30.09  15.09
H  -29.17  -29.87  18.57
H  -29.39  -31.65  18.26
H  -27.64  -29.75  16.72
H  -27.11  -31.24  17.69
H  -27.91  -31.46  16.27
H  -32.45  -30.22  16.68
H  -31.78  -29.59  18.18
H  -32.41  -32.55  17.40
H  -33.30  -31.52  18.56
H  -31.83  -32.27  19.01
C  -25.82  -27.23  16.79
C  -24.59  -26.52  17.43
N  -23.69  -25.82  16.53
C  -23.09  -26.85  15.61
C  -22.42  -28.09  16.27
C  -22.71  -25.01  17.35
C  -21.82  -24.11  16.42
H  -26.47  -27.49  17.63
H  -25.55  -28.08  16.16
H  -26.29  -26.47  16.16
H  -24.96  -25.81  18.18
H  -24.00  -27.21  18.02
H  -23.85  -27.21  14.92
H  -22.44  -26.38  14.88
H  -22.33  -28.93  15.57
H  -21.35  -27.96  16.44
H  -22.88  -28.54  17.15
H  -22.20  -25.54  18.15
H  -23.33  -24.27  17.87
H  -21.18  -23.52  17.07
H  -22.38  -23.42  15.78
H  -21.24  -24.74  15.74
C  -19.47  -20.90  17.10
C  -18.63  -19.77  16.35
N  -19.35  -18.54  16.24
C  -19.38  -18.16  14.89
C  -20.35  -19.09  14.11
C  -18.71  -17.50  17.10
C  -18.82  -17.69  18.62
H  -19.82  -20.60  18.09
H  -18.86  -21.79  17.23
H  -20.39  -21.18  16.59
H  -17.63  -19.66  16.77
H  -18.34  -20.22  15.41
H  -19.82  -17.17  14.73
H  -18.37  -18.07  14.48
H  -21.32  -19.01  14.59
H  -20.41  -18.80  13.06
H  -20.05  -20.13  13.97
H  -19.15  -16.53  16.86
H  -17.63  -17.45  16.96
H  -19.85  -17.83  18.97
H  -18.28  -16.94  19.19
H  -18.15  -18.52  18.85
C  -27.67  -23.74  16.91
C  -29.02  -24.46  16.67
N  -30.03  -24.44  17.76
C  -29.42  -24.98  19.01
C  -30.34  -25.00  20.26
C  -31.25  -25.12  17.31
C  -32.16  -24.31  16.25
H  -27.76  -22.75  17.36
H  -26.93  -23.62  16.12
H  -27.18  -24.34  17.68
H  -29.47  -24.16  15.73
H  -28.70  -25.49  16.51
H  -28.43  -24.62  19.30
H  -29.22  -26.05  18.97
H  -29.82  -24.55  21.11
H  -30.37  -26.02  20.65
H  -31.35  -24.61  20.19
H  -30.97  -26.07  16.86
H  -31.97  -25.37  18.10
H  -33.11  -24.80  16.05
H  -32.29  -23.31  16.67
H  -31.72  -24.19  15.26
C  -19.64  -31.30  16.61
C  -19.76  -30.37  15.39
N  -20.70  -30.94  14.38
C  -21.03  -29.92  13.40
C  -22.34  -30.30  12.64
C  -20.14  -32.16  13.90
C  -21.00  -33.37  14.34
H  -19.15  -32.25  16.43
H  -20.58  -31.47  17.14
H  -18.88  -31.07  17.37
H  -20.12  -29.37  15.60
H  -18.74  -30.26  15.03
H  -21.09  -28.94  13.88
H  -20.24  -29.82  12.65
H  -22.56  -29.76  11.72
H  -22.44  -31.34  12.35
H  -23.26  -30.21  13.22
H  -19.19  -32.34  14.39
H  -20.03  -32.10  12.82
H  -22.04  -33.38  14.01
H  -21.09  -33.40  15.43
H  -20.49  -34.27  13.98
C  -16.44  -22.78  15.98
C  -17.54  -23.37  15.10
N  -17.62  -24.85  14.99
C  -17.73  -25.51  16.26
C  -18.09  -26.99  16.33
C  -16.41  -25.37  14.33
C  -16.54  -25.15  12.86
H  -16.50  -21.71  16.14
H  -15.46  -22.96  15.54
H  -16.48  -23.18  16.99
H  -18.51  -23.10  15.50
H  -17.48  -22.81  14.17
H  -16.90  -25.30  16.93
H  -18.49  -24.91  16.75
H  -17.38  -27.72  15.95
H  -18.30  -27.14  17.39
H  -19.00  -27.28  15.81
H  -16.35  -26.44  14.57
H  -15.54  -24.99  14.86
H  -16.61  -24.10  12.57
H  -17.19  -25.86  12.34
H  -15.54  -25.32  12.45
C  -27.09  -19.25  17.30
C  -25.63  -19.14  17.87
N  -24.61  -19.74  17.01
C  -24.70  -21.19  16.95
C  -24.54  -21.90  18.35
C  -23.28  -19.21  17.43
C  -22.93  -17.82  16.82
H  -27.17  -18.88  16.28
H  -27.88  -18.68  17.80
H  -27.32  -20.31  17.32
H  -25.49  -18.06  17.92
H  -25.60  -19.46  18.92
H  -25.68  -21.51  16.60
H  -23.99  -21.67  16.28
H  -25.03  -21.50  19.24
H  -24.99  -22.88  18.26
H  -23.49  -22.03  18.62
H  -22.59  -19.97  17.07
H  -22.98  -19.17  18.47
H  -21.95  -17.54  17.20
H  -23.59  -17.01  17.15
H  -23.01  -17.72  15.74
N  -18.08  -25.30  19.96
C  -19.35  -24.82  19.67
C  -19.20  -23.46  19.65
C  -17.98  -23.05  19.99
C  -17.30  -24.16  20.12
H  -17.80  -26.26  20.03
H  -20.05  -25.65  19.60
H  -20.08  -22.86  19.45
H  -17.63  -22.03  20.04
H  -16.24  -24.33  20.29
N  -23.60  -31.68  15.65
C  -24.60  -32.42  15.05
C  -25.46  -32.93  16.05
C  -24.81  -32.64  17.27
C  -23.69  -31.88  17.05
H  -22.86  -31.12  15.26
H  -24.73  -32.35  13.98
H  -26.32  -33.55  15.89
H  -25.21  -33.02  18.20
H  -23.03  -31.42  17.77

Computed properties:
Energy relative to the best compared isomer or geometry (same formula, charge and spin) (kcal/mol): 55.92
SMILES: c1cc[nH]c1.c1cc[nH]c1.CCN(CC)CC.CCN(CC)CC.CCN(CC)CC.CCN(CC)CC.CCN(CC)CC.CCN(CC)CC.CCN(CC)CC
Kohn-Sham gap (eV): 8.175
Calculated total energy (Eh): -2466.56210
Highest occupied orbital energy (eV): -7.65

=====

# 2
Molecular formula: C21H16F4N7O3Sn
Method: DFT, wB97M-V/def2-TZVPD

CARTESIAN COORDINATES (ANGSTROEM)
Sn  -0.38  -1.06  2.37
C  4.67  -3.46  3.01
N  3.32  -3.56  2.47
C  2.96  -4.85  1.88
C  2.46  -2.55  2.46
O  1.31  -2.65  2.00
C  2.86  -1.21  3.05
O  1.94  -0.21  2.62
C  2.39  0.54  1.48
C  0.99  -0.47  -0.47
O  0.00  -0.76  0.27
N  0.88  -0.32  -1.76
C  -0.43  -0.47  -2.40
C  1.95  0.13  -2.64
H  4.90  -4.39  3.54
H  4.76  -2.65  3.73
H  5.40  -3.32  2.21
H  2.95  -5.61  2.66
H  3.71  -5.11  1.14
H  1.99  -4.78  1.41
H  3.88  -0.92  2.77
H  2.81  -1.26  4.14
H  3.41  0.88  1.65
H  1.74  1.41  1.39
H  -1.12  -0.99  -1.73
H  -0.30  -1.05  -3.31
H  -0.82  0.51  -2.65
H  2.76  0.58  -2.08
H  1.54  0.89  -3.30
H  2.32  -0.71  -3.23
N  3.33  -0.96  -0.15
C  2.34  -0.31  0.21
F  -3.07  0.53  0.70
C  -3.29  1.52  -0.18
C  -4.52  1.58  -0.79
F  -5.42  0.66  -0.45
C  -4.83  2.55  -1.77
C  -3.78  3.44  -2.07
C  -2.56  3.38  -1.44
F  -1.63  4.28  -1.77
C  -2.26  2.42  -0.47
C  -0.96  2.34  0.17
C  -0.77  1.75  1.39
N  -0.60  1.21  2.42
C  0.26  2.65  -0.48
N  1.31  2.77  -0.95
F  -3.96  4.40  -2.96
C  -6.10  2.61  -2.41
C  -6.40  3.54  -3.44
N  -6.69  4.25  -4.30
C  -7.17  1.74  -2.09
N  -8.08  1.06  -1.86

Computed properties:
Energy relative to the best compared isomer or geometry (same formula, charge and spin) (kcal/mol): 16.96
Kohn-Sham gap (spin up / spin down) (eV): 5.557 / 6.533
Calculated total energy (Eh): -2032.26456
Highest occupied orbital energy (spin up / spin down) (eV): -10.36 / -11.17
Net charge: +1

=====

# 3
Molecular formula: C50H46F3N2O4S2SbSe4Tc
Method: DFT, wB97M-V/def2-TZVPD

CARTESIAN COORDINATES (ANGSTROEM)
Tc  0.44  1.04  0.29
C  -4.21  3.33  -3.52
C  -3.62  1.95  -3.72
C  -4.14  1.09  -4.81
O  -2.21  2.09  -3.84
C  -1.66  2.17  -2.57
C  -2.72  1.50  -1.62
O  -3.75  1.17  -2.52
C  -2.46  0.53  -0.47
O  -1.52  1.19  0.26
C  -3.80  0.60  0.33
C  -3.99  1.47  1.38
C  -5.21  1.57  2.02
C  -6.23  0.75  1.66
C  -6.10  -0.09  0.56
C  -4.87  -0.23  -0.09
C  -2.15  -0.93  -0.74
C  -2.24  -1.84  0.36
C  -2.29  -3.21  0.22
C  -2.08  -3.70  -1.08
C  -1.93  -2.83  -2.15
C  -1.99  -1.47  -2.01
C  -0.15  1.69  -2.80
O  0.41  1.39  -1.46
C  0.15  0.44  -3.62
C  1.29  -0.31  -3.20
C  1.76  -1.40  -3.89
C  1.14  -1.77  -5.06
C  0.10  -0.98  -5.55
C  -0.40  0.09  -4.82
C  0.70  2.91  -3.32
C  1.99  3.14  -2.87
C  2.71  4.22  -3.31
C  2.24  5.07  -4.29
C  0.96  4.80  -4.74
C  0.17  3.78  -4.25
H  -3.64  4.03  -4.13
H  -4.07  3.64  -2.52
H  -5.23  3.42  -3.83
H  -4.03  1.58  -5.75
H  -5.16  0.89  -4.61
H  -3.55  0.13  -4.86
H  -1.50  3.18  -2.25
H  -3.01  2.43  -1.04
H  -3.17  2.17  1.62
H  -5.37  2.22  2.91
H  -7.23  0.90  2.17
H  -6.89  -0.81  0.31
H  -4.82  -0.91  -0.94
H  -2.55  -1.40  1.32
H  -2.39  -3.91  0.99
H  -2.15  -4.76  -1.32
H  -1.76  -3.31  -3.13
H  -1.99  -0.87  -2.88
H  1.87  0.09  -2.40
H  2.62  -1.99  -3.56
H  1.56  -2.57  -5.65
H  -0.33  -1.24  -6.50
H  -1.25  0.63  -5.26
H  2.39  2.48  -2.09
H  3.75  4.35  -2.85
H  2.88  5.74  -4.75
H  0.54  5.41  -5.48
H  -0.87  3.60  -4.57
S  -0.06  0.55  2.67
C  1.23  -0.52  2.84
N  1.83  -0.59  3.97
C  2.82  -1.65  4.26
C  2.46  -2.94  3.63
N  2.18  -2.69  2.21
C  2.41  -3.91  1.36
C  3.88  -4.05  0.98
C  4.53  -5.29  0.97
C  5.88  -5.44  0.68
C  6.57  -4.26  0.34
C  5.97  -2.99  0.37
C  4.63  -2.87  0.69
C  1.53  -1.59  1.80
S  1.09  -1.24  0.26
C  1.56  0.38  5.03
C  0.24  0.12  5.70
C  -0.21  1.05  6.60
C  -1.46  0.89  7.21
C  -2.29  -0.22  6.97
C  -1.84  -1.11  6.00
C  -0.58  -0.99  5.43
H  2.80  -1.79  5.29
H  3.83  -1.36  4.03
H  1.61  -3.36  4.14
H  3.33  -3.59  3.58
H  1.78  -3.67  0.51
H  2.02  -4.84  1.82
H  3.92  -6.16  1.15
H  6.31  -6.41  0.66
H  7.59  -4.32  0.07
H  6.59  -2.12  0.19
H  4.21  -1.85  0.65
H  1.53  1.35  4.46
H  2.45  0.31  5.69
H  0.28  1.98  6.82
H  -1.72  1.64  7.91
H  -3.27  -0.34  7.29
H  -2.50  -1.89  5.67
H  -0.39  -1.67  4.62
Se  6.12  0.08  2.82
Sb  6.23  2.15  1.64
Se  2.91  1.11  0.68
Se  4.14  3.12  0.72
Se  8.05  3.39  0.81
F  0.29  3.71  0.06
C  0.27  2.92  1.20
F  -0.94  3.14  1.78
F  1.20  3.47  2.02

Computed properties:
Energy relative to the best compared isomer or geometry (same formula, charge and spin) (kcal/mol): 0.00
Kohn-Sham gap (spin up / spin down) (eV): 6.078 / 6.073
Calculated total energy (Eh): -13365.84063
Highest occupied orbital energy (spin up / spin down) (eV): -10.73 / -10.73
Net charge: +1

=====

# 4
Molecular formula: C35H27Cl3HgN2O3PS
Method: DFT, wB97M-V/def2-TZVPD

CARTESIAN COORDINATES (ANGSTROEM)
Hg  1.37  1.79  -1.68
O  -0.06  -1.27  -0.84
C  0.98  -1.68  -1.57
O  2.03  -2.04  -1.09
C  0.67  -1.62  -3.02
C  1.51  -2.11  -4.02
C  1.10  -2.01  -5.34
C  -0.13  -1.43  -5.65
C  -0.96  -0.94  -4.65
C  -0.55  -1.03  -3.32
P  -1.43  -0.52  -1.83
C  -2.45  0.90  -2.37
C  -3.64  1.22  -1.69
C  -4.31  2.40  -1.96
C  -3.80  3.30  -2.89
C  -2.61  3.02  -3.54
C  -1.94  1.84  -3.28
C  -2.64  -1.82  -1.46
C  -2.42  -2.75  -0.45
C  -3.35  -3.76  -0.22
C  -4.49  -3.85  -1.00
C  -4.70  -2.93  -2.02
C  -3.78  -1.92  -2.25
H  2.45  -2.56  -3.74
H  1.73  -2.39  -6.13
H  -0.44  -1.36  -6.68
H  -1.91  -0.48  -4.90
H  -4.02  0.53  -0.94
H  -5.23  2.62  -1.43
H  -4.33  4.22  -3.09
H  -2.21  3.72  -4.26
H  -1.00  1.64  -3.78
H  -1.53  -2.68  0.16
H  -3.17  -4.47  0.58
H  -5.21  -4.64  -0.82
H  -5.59  -3.00  -2.63
H  -3.96  -1.21  -3.04
Cl  6.14  5.11  4.47
C  4.86  4.10  3.89
C  4.67  2.84  4.43
C  3.65  2.05  3.95
C  2.80  2.48  2.94
C  1.68  1.59  2.45
C  0.33  2.04  3.02
N  -0.75  1.23  2.48
C  -1.22  0.06  3.01
C  -2.03  -0.48  2.06
N  -2.07  0.33  0.95
C  -1.28  1.34  1.24
O  1.89  0.26  2.85
C  1.98  -0.67  1.76
C  2.60  -1.92  2.27
C  1.95  -3.09  2.52
Cl  0.28  -3.42  2.30
S  2.99  -4.32  3.12
C  4.34  -3.27  3.05
C  3.99  -2.04  2.58
C  3.02  3.76  2.43
Cl  2.01  4.37  1.14
C  4.04  4.57  2.88
H  5.33  2.49  5.22
H  3.50  1.05  4.35
H  1.62  1.66  1.36
H  0.14  3.09  2.78
H  0.34  1.93  4.10
H  -0.93  -0.28  3.99
H  -2.60  -1.40  2.11
H  -1.07  2.18  0.59
H  2.61  -0.25  0.96
H  0.99  -0.86  1.34
H  5.31  -3.62  3.34
H  4.69  -1.23  2.45
H  4.19  5.56  2.46

Computed properties:
Spin multiplicity: 2
⟨S²⟩: 0.76
Energy relative to the best compared isomer or geometry (same formula, charge and spin) (kcal/mol): 0.00
Kohn-Sham gap (spin up / spin down) (eV): 7.020 / 8.077
Calculated total energy (Eh): -3958.73027
Highest occupied orbital energy (spin up / spin down) (eV): -6.54 / -8.64

=====

# 5
Molecular formula: C2H4LiO2Pd
Method: DFT, wB97M-V/def2-TZVPD

CARTESIAN COORDINATES (ANGSTROEM)
O  -0.58  2.49  0.49
H  -0.74  2.87  -0.38
C  -0.63  -0.69  -0.94
C  -0.07  -1.20  0.18
O  0.85  -0.60  0.95
H  -0.12  0.11  -1.49
H  -1.45  -1.22  -1.42
H  -0.18  -2.27  0.39
Pd  2.46  -0.78  0.96
Li  0.46  1.29  1.27

Computed properties:
Spin multiplicity: 3
⟨S²⟩: 2.01
Kohn-Sham gap (spin up / spin down) (eV): 4.451 / 6.888
Calculated total energy (Eh): -364.37047
Highest occupied orbital energy (spin up / spin down) (eV): -1.28 / -3.99
Net charge: -1

=====

# 6
Molecular formula: C4H4ClN
Method: DFT, wB97M-V/def2-TZVPD

CARTESIAN COORDINATES (ANGSTROEM)
C  -0.43  0.36  -1.23
C  -1.10  -0.19  -0.08
C  0.85  0.59  -1.07
C  -0.35  -0.60  1.00
N  0.93  -0.42  0.90
Cl  1.92  0.10  2.22
H  -0.86  0.98  -2.03
H  -2.03  -0.71  -0.09
H  1.70  1.03  -1.54
H  -0.63  -1.13  1.93

Computed properties:
Energy relative to the best compared isomer or geometry (same formula, charge and spin) (kcal/mol): 120.32
Kohn-Sham gap (spin up / spin down) (eV): 7.639 / 7.637
Calculated total energy (Eh): -669.56979
Highest occupied orbital energy (spin up / spin down) (eV): -8.06 / -8.06

=====

# 7
Molecular formula: C4H9N3
Method: DFT, wB97M-V/def2-TZVPD

CARTESIAN COORDINATES (ANGSTROEM)
C  -2.10  0.98  0.20
C  2.51  -0.42  -0.10
C  -3.95  -0.70  -0.24
C  1.49  0.75  -0.13
N  -3.05  0.09  0.10
N  -0.80  0.84  -0.08
N  0.23  0.35  0.31
H  -2.55  2.05  0.50
H  3.50  -0.23  -0.53
H  2.70  -0.61  0.88
H  -4.56  -1.41  0.37
H  -4.44  -0.93  -1.28
H  1.35  1.15  -1.18
H  1.96  1.53  0.71
H  1.97  -1.34  -0.60
H  0.12  -0.37  1.07

Computed properties:
Energy relative to the best compared isomer or geometry (same formula, charge and spin) (kcal/mol): 122.80
Kohn-Sham gap (eV): 8.810
Calculated total energy (Eh): -321.20473
Highest occupied orbital energy (eV): -20.31
Net charge: +2

=====

# 8
Molecular formula: C6H12O
Method: DFT, wB97M-V/def2-TZVPD

CARTESIAN COORDINATES (ANGSTROEM)
C  2.16  -0.66  -0.53
O  1.28  -0.48  0.56
C  1.06  0.81  0.90
C  1.16  1.88  0.12
C  -1.94  0.82  -0.05
C  -1.89  -0.39  0.49
C  -1.60  -1.66  -0.26
H  3.12  -0.20  -0.28
H  1.78  -0.21  -1.46
H  2.28  -1.73  -0.68
H  0.78  0.88  1.95
H  0.99  2.87  0.54
H  1.34  1.82  -0.95
H  -1.74  0.98  -1.11
H  -2.14  1.71  0.54
H  -2.07  -0.49  1.56
H  -2.50  -2.27  -0.34
H  -1.23  -1.45  -1.26
H  -0.84  -2.25  0.27

Computed properties:
Energy relative to the best compared isomer or geometry (same formula, charge and spin) (kcal/mol): 54.26
SMILES: C=COC.C=CC
Kohn-Sham gap (eV): 9.758
Calculated total energy (Eh): -310.97281
Highest occupied orbital energy (eV): -8.72